Formula: H5O3
Source: the OMol25 dataset
Level of theory: ωB97M-V/def2-TZVPD

**Highest occupied orbital energy**: -3.7 eV
**DFT total energy**: -6224.05344 eV
**Kohn-Sham gap**: 8.5 eV
**Total charge**: -1
**F_max**: 1.3 eV/A

Atoms and positions in Å:
O  -0.13421  0.70565  1.55757
H  -1.69955  -0.77590  -0.16469
O  1.43358  -0.84862  -0.96981
H  1.35931  -0.12034  -0.32246
H  0.59013  -0.67193  -1.43559
O  -1.59824  0.12822  -0.46907
H  -0.63298  0.53485  0.61484
H  0.68197  1.04807  1.18921

Atom charges from the natural (NBO) analysis, given in e for atoms 1 to 4: -1.04 0.41 -0.97 0.47